51
Properties=species:S:1:pos:R:3:mulliken_charge:R:1 method="wB97M-V/def2-TZVPD" homo_lumo_gap_ev="4.884 / 4.833" relative_energy_kj_mol=49.2 total_charge=+2 energy_ev=-125120.534 max_force_ev_per_a=4.5
Au 0.592 0.016 0.535 0.42
O -2.683 -4.786 3.860 -0.35
C -2.307 -3.877 3.218 0.57
S -2.030 -3.969 1.437 0.02
C -1.435 -2.352 1.256 0.09
C -1.382 -1.548 2.393 0.25
S -0.902 0.098 2.398 -0.14
S -1.908 -2.257 3.885 0.02
S -1.026 -1.823 -0.314 -0.17
N 2.199 -0.180 -1.008 -0.58
C 2.911 -1.424 -0.929 1.07
C 4.210 -1.441 -0.426 -0.50
C 4.909 -2.630 -0.375 -0.61
C 4.308 -3.811 -0.796 -0.50
C 3.000 -3.794 -1.275 -0.81
C 2.302 -2.606 -1.355 -0.36
H 2.856 0.592 -0.916 0.31
H 1.726 -0.108 -1.905 0.32
H 4.672 -0.519 -0.106 0.31
H 5.924 -2.637 -0.016 0.40
H 4.861 -4.736 -0.759 0.41
H 2.538 -4.712 -1.599 0.41
H 1.296 -2.585 -1.749 0.42
C -3.773 3.080 -4.189 -1.03
C -2.681 3.929 -3.558 -0.17
C -1.287 3.315 -3.654 -0.88
C -1.178 2.012 -2.872 -0.40
Ge -1.741 2.427 -0.948 0.12
C -3.257 2.148 0.363 -0.97
C -4.017 0.836 0.289 -0.06
C -4.343 0.402 -1.138 0.17
C -5.094 -0.922 -1.144 -1.51
H -4.736 3.575 -4.107 0.38
H -3.856 2.102 -3.717 0.14
H -3.571 2.934 -5.247 0.34
H -2.903 4.092 -2.480 0.16
H -2.670 4.912 -4.029 0.36
H -0.550 4.035 -3.282 0.33
H -1.048 3.108 -4.699 0.41
H -0.148 1.646 -2.860 0.20
H -1.818 1.237 -3.294 0.46
H -0.722 3.434 -0.346 0.25
H -3.915 3.000 0.159 0.53
H -2.814 2.296 1.352 0.49
H -4.949 0.949 0.849 0.48
H -3.438 0.047 0.775 -0.13
H -3.397 0.288 -1.695 -0.06
H -4.948 1.166 -1.631 0.30
H -4.518 -1.685 -0.625 0.25
H -5.285 -1.261 -2.159 0.42
H -6.051 -0.819 -0.640 0.39


92
Properties=species:S:1:pos:R:3:mulliken_charge:R:1 method="wB97M-V/def2-TZVPD" homo_lumo_gap_ev=10.181 relative_energy_kj_mol=379.9 total_charge=-1 energy_ev=-55525.480 max_force_ev_per_a=11.6
B 0.201 -0.033 -0.443 0.41
F -0.382 1.074 -1.015 -0.41
F 1.190 0.384 0.435 -0.32
F -0.702 -0.767 0.307 -0.14
F 0.774 -0.868 -1.335 -0.27
C -0.723 3.039 1.549 0.86
C -1.541 4.212 2.268 -0.10
N -2.149 5.066 2.817 -0.55
H 0.345 3.238 1.679 0.33
H -1.107 2.203 1.908 -0.61
H -0.952 3.178 0.380 0.07
C 0.742 -3.974 -1.837 -0.46
C 2.144 -4.395 -2.397 0.22
N 3.165 -4.738 -2.812 -0.51
H 0.250 -4.800 -1.873 0.71
H 0.773 -3.688 -0.799 0.13
H 0.219 -3.044 -2.161 -0.02
C 4.052 1.519 1.835 0.08
C 4.830 2.573 1.212 0.14
N 5.629 3.342 0.729 -0.50
H 4.499 0.858 2.793 0.35
H 3.101 2.161 2.252 0.07
H 3.640 0.596 1.247 -0.10
C 4.112 -1.364 -1.303 0.36
C 5.568 -0.849 -1.308 -0.03
N 6.669 -0.456 -1.229 -0.51
H 3.987 -1.903 -2.253 0.34
H 3.889 -2.111 -0.459 0.42
H 3.533 -0.519 -1.166 -0.54
C 0.937 -2.055 4.603 -1.51
C 1.091 -1.695 3.192 0.60
O 1.132 -0.272 3.074 -0.60
H 0.859 -3.157 4.653 0.38
H 0.180 -1.524 4.982 0.25
H 1.785 -1.950 5.228 0.43
H 0.134 -1.866 2.696 -0.19
H 2.014 -2.159 2.700 0.25
H 1.115 0.095 2.232 0.36
C -4.572 2.877 0.901 -1.09
C -3.966 1.904 -0.084 1.01
O -4.603 0.574 0.133 -0.60
H -4.061 3.834 0.594 0.32
H -4.422 2.694 2.044 0.16
H -5.701 2.906 0.616 0.33
H -2.921 1.747 0.083 -0.61
H -3.984 2.356 -1.216 0.15
H -3.890 -0.090 -0.249 0.28
C -3.729 -3.652 1.921 -1.66
C -2.861 -3.097 0.734 0.87
O -1.475 -3.332 0.898 -0.72
H -3.466 -4.694 2.032 0.35
H -4.652 -3.848 1.964 0.64
H -3.493 -3.063 2.777 0.23
H -2.885 -2.167 0.601 -0.56
H -3.385 -3.729 0.098 0.30
H -1.039 -2.490 0.540 0.46
C -2.464 -0.126 3.517 -0.22
C -1.981 0.617 4.764 -0.47
O -0.794 1.282 4.414 -0.51
H -2.370 0.308 2.491 0.11
H -3.471 -0.776 3.625 0.32
H -1.928 -0.968 3.390 -0.19
H -1.771 -0.199 5.440 0.31
H -2.992 1.167 5.000 0.27
H -0.084 0.912 4.141 0.41
C 3.651 0.213 -4.601 -1.32
C 1.984 0.072 -4.586 -0.23
O 1.558 -1.028 -3.895 -0.51
H 3.977 0.999 -5.184 0.50
H 4.034 -0.458 -5.144 0.63
H 4.189 0.278 -3.546 0.09
H 1.723 -0.081 -5.621 0.43
H 1.579 1.180 -4.268 0.19
H 1.271 -0.859 -2.972 0.44
C 3.218 2.729 -1.967 -0.56
C 2.100 3.391 -1.086 0.23
O 0.840 3.291 -1.858 -0.64
H 2.955 1.701 -2.559 -0.27
H 4.087 2.416 -1.422 0.06
H 3.854 3.336 -2.620 0.45
H 2.321 4.413 -0.873 0.54
H 1.887 2.700 -0.181 -0.38
H 0.528 2.341 -1.788 0.26
C -3.876 -0.123 -3.770 -1.59
C -2.513 -0.338 -3.246 0.36
O -2.810 -0.803 -1.917 -0.50
H -4.376 -1.056 -3.776 0.38
H -3.824 0.107 -4.843 0.42
H -4.421 0.618 -3.345 0.37
H -1.903 0.690 -3.411 0.10
H -1.958 -1.313 -3.809 0.13
H -2.096 -0.746 -1.217 0.13


128
Properties=species:S:1:pos:R:3:mulliken_charge:R:1 method="wB97M-V/def2-TZVPD" homo_lumo_gap_ev=4.024 relative_energy_kj_mol=226.8 total_charge=-2 energy_ev=-281901.648 max_force_ev_per_a=1.6
Rb -0.299 -0.102 -0.033 0.58
C 2.986 -1.023 2.175 -1.05
O 2.654 -0.747 0.822 1.28
C 3.650 -0.818 -0.097 -0.14
C 4.964 -1.101 0.216 -0.66
C 5.904 -1.080 -0.810 -0.65
Br 7.710 -1.533 -0.395 -0.27
C 5.583 -0.696 -2.083 -0.74
C 4.250 -0.373 -2.397 0.66
C 3.262 -0.532 -1.424 -0.11
O 1.944 -0.369 -1.653 3.27
C 4.016 0.277 -3.707 -0.22
N 5.027 0.641 -4.478 -0.84
C 4.451 1.310 -5.534 0.21
C 5.029 1.944 -6.637 -0.78
C 4.188 2.575 -7.537 -0.40
C 2.790 2.568 -7.368 -0.46
C 2.198 1.947 -6.283 -0.78
C 3.056 1.338 -5.368 0.73
N 2.816 0.686 -4.191 0.80
H 3.374 -2.039 2.290 0.57
H 2.059 -0.936 2.735 -0.30
H 3.719 -0.304 2.554 0.41
H 5.268 -1.338 1.224 0.54
H 6.329 -0.601 -2.858 0.61
H 1.690 -0.903 -2.494 -1.52
H 6.105 1.940 -6.778 0.40
H 4.610 3.086 -8.395 0.34
H 2.168 3.063 -8.106 0.39
H 1.124 1.917 -6.136 0.45
H 1.857 0.510 -3.842 -0.79
O -4.150 -3.368 -3.964 -0.73
C -3.079 -2.782 -3.929 0.60
S -1.516 -3.554 -4.116 -0.20
C -0.477 -2.128 -3.916 0.28
C -1.120 -0.945 -3.762 -0.55
S -0.475 0.666 -3.693 -0.31
S -2.897 -1.051 -3.691 -0.08
S 1.233 -2.432 -3.951 -0.52
C 1.943 -4.490 5.659 -0.54
C 1.997 -4.987 4.365 -0.57
C 1.216 -4.428 3.355 -0.51
C 0.357 -3.356 3.608 0.35
C 0.344 -2.854 4.919 -0.31
C 1.105 -3.413 5.936 -0.76
P -0.730 -2.324 2.396 2.63
C -0.505 -3.417 0.933 0.76
C 0.747 -3.427 0.320 -0.50
C 1.005 -4.238 -0.778 -0.64
C 0.005 -5.060 -1.275 -0.89
C -1.253 -5.044 -0.687 -0.72
C -1.510 -4.223 0.403 -0.71
C -2.334 -2.909 3.104 -0.34
C -2.762 -3.810 4.042 -0.39
C -4.162 -3.981 4.216 -0.93
C -5.091 -3.279 3.486 -0.75
C -4.674 -2.336 2.510 0.82
C -5.497 -1.549 1.661 -1.25
C -4.908 -0.735 0.724 -0.65
C -3.495 -0.649 0.576 0.11
C -2.643 -1.357 1.389 0.21
C -3.285 -2.185 2.339 -1.14
H 2.540 -4.941 6.445 0.33
H 2.650 -5.824 4.139 0.40
H 1.262 -4.846 2.355 0.27
H -0.304 -2.008 5.143 0.23
H 1.050 -3.010 6.942 0.39
H 1.531 -2.792 0.716 0.37
H 1.975 -4.217 -1.258 0.37
H 0.200 -5.690 -2.134 0.30
H -2.047 -5.658 -1.095 0.38
H -2.503 -4.205 0.837 0.29
H -2.070 -4.389 4.643 0.52
H -4.506 -4.706 4.947 0.39
H -6.150 -3.467 3.636 0.39
H -6.578 -1.603 1.744 0.35
H -5.539 -0.133 0.074 0.41
H -3.119 0.011 -0.204 -0.19
O -0.510 2.285 -0.533 -0.36
P -1.390 3.260 0.152 1.19
C -1.095 3.294 1.922 -0.72
C -1.916 3.016 2.920 -0.53
C -1.372 3.167 4.340 -0.67
C 0.982 2.270 5.098 -0.88
C 1.793 2.517 4.085 -1.24
C 1.226 2.394 2.685 0.18
C -0.997 4.954 -0.368 0.19
C -0.044 5.083 -1.376 -0.13
C 0.282 6.339 -1.873 -0.80
C -0.346 7.468 -1.367 -0.53
C -1.295 7.342 -0.358 -0.64
C -1.621 6.090 0.140 -0.58
C -3.130 3.052 -0.238 1.29
C -3.396 2.335 -1.405 -0.53
C -4.701 2.230 -1.866 -0.46
C -5.732 2.858 -1.180 -0.61
C -5.466 3.580 -0.022 -0.71
C -4.167 3.680 0.452 -0.79
H -2.940 2.688 2.770 0.65
H -2.191 3.205 5.049 0.82
H 1.279 2.300 6.138 0.51
H 2.835 2.789 4.222 0.53
H 2.020 2.311 1.945 0.39
H 0.422 4.182 -1.767 0.57
H 1.018 6.430 -2.663 0.46
H -0.095 8.448 -1.755 0.36
H -1.789 8.223 0.036 0.41
H -2.358 5.997 0.931 0.26
H -2.575 1.867 -1.953 0.21
H -4.904 1.659 -2.764 0.44
H -6.747 2.790 -1.551 0.38
H -6.271 4.070 0.513 0.41
H -3.963 4.239 1.359 0.29
Br -1.270 0.976 6.265 -0.15
C -0.448 1.905 4.742 0.53
C -0.584 4.465 4.385 -1.09
C 0.249 4.713 3.391 -1.01
C 0.342 3.690 2.274 -0.16
N 0.429 1.152 2.612 0.58
C -0.353 0.930 3.572 -0.64
H -0.705 5.127 5.235 0.45
H 0.875 5.598 3.354 0.53
H 0.822 4.131 1.404 1.20
H -0.943 0.011 3.571 0.01
N 3.120 2.557 -0.572 -0.57
H 3.100 3.396 -1.141 0.26
H 2.213 2.115 -0.695 0.00
H 3.795 1.937 -1.006 0.23